# 1
Density functional theory data (the ωB97M-V functional and the def2-TZVPD basis) for the molecule C5H14N2 in a non-equilibrium geometry.

Properties
HOMO energy (eV): -8.5
Kohn-Sham gap (Ha): 0.35152
Energy relative to the best compared isomer or geometry (same formula, charge and spin) (kcal/mol): 67.9
Multiplicity: 1

Last column: Löwdin charge in e.
Atoms and positions in Å:
1 N 2.2420 0.6365 0.6634  -0.150
2 N -2.5443 -2.4431 -1.0510  0.001
3 C -1.2658 -0.3710 -0.2225  -0.294
4 C -0.0866 0.5247 -0.2428  -0.227
5 C 1.1252 -0.1806 0.5051  -0.304
6 C 2.1432 2.0565 1.3847  -0.074
7 C -1.2800 -1.5827 -1.2240  -0.247
8 H 2.1663 1.7643 2.4285  0.053
9 H 1.3370 -1.1284 0.1028  0.091
10 H -2.2694 0.1424 -0.4336  0.118
11 H 3.0659 2.6373 0.9999  0.096
12 H 0.7842 -0.2370 1.6003  0.138
13 H -3.0270 -1.8830 -0.2855  0.071
14 H 0.1354 1.0497 -1.2501  0.133
15 H -1.5674 -0.7016 0.8359  0.125
16 H 1.2454 2.7035 1.3142  0.050
17 H -3.0195 -2.1850 -1.8585  0.013
18 H -1.3483 -0.9052 -2.1261  0.115
19 H -0.3440 -2.0512 -1.2515  0.067
20 H 2.6989 0.6297 -0.2782  0.108
21 H -0.1913 1.5241 0.3889  0.117

=====

# 2
Density functional theory data (the ωB97M-V functional and the def2-TZVPD basis) for the molecule C5H11NO.

Properties
HOMO energy (eV): -6.7
Kohn-Sham gap (Ha): 0.28215
Energy relative to the best compared isomer or geometry (same formula, charge and spin) (kcal/mol): 72.6
Multiplicity: 1

Last column: Löwdin charge in e.
Atoms and positions in Å:
1 O 2.5435 -0.1569 -1.8747  -0.075
2 N -0.0868 0.4304 0.5151  -0.237
3 C 0.3734 0.3145 1.7618  -0.004
4 C -1.5567 0.3845 0.3414  -0.200
5 C 0.6268 0.5247 -0.6077  -0.123
6 C 2.0993 0.3229 -0.6162  -0.280
7 C -2.0187 -0.9623 -0.1954  -0.078
8 H 2.0143 -0.9425 -2.0649  0.082
9 H -2.0062 0.6037 1.3117  0.112
10 H 2.3678 -0.3741 0.2029  0.107
11 H -1.7098 -1.7684 0.4773  0.081
12 H -1.8251 1.1958 -0.3406  0.122
13 H -3.1102 -0.9778 -0.2777  0.076
14 H 1.4269 0.4417 1.9585  0.051
15 H 2.6782 1.2418 -0.4415  0.123
16 H -0.3259 0.0804 2.5503  0.054
17 H -1.5935 -1.1541 -1.1840  0.070
18 H 0.1028 0.7955 -1.5162  0.118